12
Properties=species:S:1:pos:R:3:forces:R:3:nbo_charge:R:1 method="wB97M-V/def2-TZVPD" total_energy_ev=-8337.7028 total_charge=0 homo_lumo_gap_ev=9.5
H -1.6941 -1.1698 -0.0660 0.020 0.115 -0.069 0.22
H 1.9593 0.0823 0.6955 0.212 0.720 -0.312 0.34
O 0.7237 -1.9881 1.3502 -0.024 0.340 -0.215 -0.47
O 1.8919 1.1838 0.2547 0.079 -0.162 0.119 -0.67
H -1.9796 0.5653 0.0962 0.099 -0.089 -0.077 0.21
H 0.6184 -0.5094 -1.2221 -0.060 -0.027 0.243 0.23
C 0.6180 1.1848 0.0231 -0.275 -0.231 -0.081 0.26
C 1.1234 -1.0117 0.9041 0.104 -1.083 0.698 0.50
C 0.0275 0.0412 -0.4871 -0.130 0.560 -0.392 -0.39
H -1.8567 -0.1680 -1.5143 0.005 -0.044 0.106 0.22
C -1.4535 -0.1901 -0.4975 -0.123 0.040 -0.039 -0.63
H 0.0119 1.9966 0.4462 0.092 -0.141 0.018 0.16

=====

12
Properties=species:S:1:pos:R:3:forces:R:3:nbo_charge:R:1 method="wB97M-V/def2-TZVPD" total_energy_ev=-7101.5371 total_charge=+1 homo_lumo_gap_ev=11.1 smiles="N/C=N/[NH2+]N"
C -0.9746 0.1547 -0.3391 -0.356 -1.942 -1.768 0.31
N -2.1862 -0.0947 0.1368 0.781 1.097 0.361 -0.73
H 1.1406 1.0738 -1.2450 0.471 -1.438 0.264 0.45
H -2.4330 0.5790 0.8482 -0.462 -0.306 0.268 0.42
N 1.6722 -0.4173 0.1958 -0.407 -2.180 1.675 -0.69
H 2.3609 -0.9600 -0.2429 0.967 0.007 -1.337 0.42
H 1.5645 1.5602 0.2763 -0.190 -1.098 -1.353 0.43
H 1.6299 -0.5556 1.2200 -0.197 0.635 -1.097 0.42
H -2.9092 -0.5119 -0.3796 -0.770 -0.532 -0.787 0.42
N 1.1173 0.7365 -0.2578 1.354 4.973 2.153 -0.23
H -0.5179 -0.3428 -1.2458 -1.432 -0.081 0.823 0.18
N -0.1908 0.9191 0.2903 0.240 0.864 0.796 -0.40

=====

61
Properties=species:S:1:pos:R:3:forces:R:3:nbo_charge:R:1 method="wB97M-V/def2-TZVPD" total_energy_ev=-182216.9700 total_charge=0 homo_lumo_gap_ev=7.4
H 1.6216 0.0192 -3.0217 -0.003 -0.035 0.000 0.23
C -3.5922 -0.1948 1.0070 -0.086 -0.075 0.038 0.07
S 2.1261 2.3974 -0.6007 -0.045 -0.245 0.141 -0.12
C -0.0052 -3.4980 3.2929 0.006 0.000 0.001 -0.20
C 1.5259 -3.1177 -4.3024 -0.008 -0.020 0.016 -0.21
Cl -2.1962 7.5273 0.3010 -0.013 -0.010 0.002 0.05
C -0.4935 3.9891 1.0493 -0.065 0.056 0.183 -0.07
H -1.1359 0.3798 -2.5159 0.096 0.028 -0.026 0.43
C -1.6597 5.8982 0.1596 0.080 -0.096 0.046 -0.09
C 1.0853 -2.6538 3.4399 0.004 0.008 0.002 -0.22
H -2.5846 -0.3001 -3.1114 -0.019 0.008 0.003 0.40
S -3.9952 -0.6748 -0.6225 -0.031 -0.022 -0.085 0.36
C -0.9306 5.3032 1.1922 -0.074 0.027 -0.078 -0.09
H -6.3606 0.4804 2.9453 -0.010 -0.004 0.001 0.22
Cl 0.3297 3.2407 2.3826 -0.014 0.060 -0.020 0.03
C 3.3558 1.1934 -0.1767 -0.013 0.069 -0.042 -0.15
C -5.7276 0.5865 2.0655 0.000 0.003 -0.001 -0.60
H -6.3390 0.3836 1.1852 -0.002 0.008 -0.009 0.21
H 1.6102 -2.6044 4.3848 0.004 -0.003 0.002 0.22
H 3.9206 -2.1161 0.4143 -0.003 0.010 -0.005 0.20
C -4.5367 -0.3679 2.1490 0.010 0.005 0.031 -0.45
C -1.4823 3.8516 -1.0797 -0.043 0.010 -0.348 0.03
C 4.1398 -1.0604 0.2924 0.083 -0.042 -0.033 -0.13
N -1.7792 0.4231 -0.0901 0.136 0.214 -0.053 -0.38
C -0.6885 -3.5442 2.0857 -0.009 0.000 -0.020 -0.20
C -0.7265 3.2389 -0.1025 0.260 -0.198 0.302 -0.32
C -1.9493 5.1599 -0.9834 -0.042 0.080 0.017 -0.13
N -1.9412 -0.2076 -2.3440 -0.097 -0.095 0.210 -0.79
N -2.4340 0.3388 1.1059 0.105 0.184 0.196 -0.22
C 1.3603 -1.7808 -1.8741 0.009 0.026 0.005 -0.25
C 5.6925 0.7574 0.2721 -0.012 -0.028 0.006 -0.18
H -5.3861 1.6199 2.0103 -0.002 0.004 0.008 0.22
C 1.5414 -1.0646 -3.0553 -0.033 0.046 -0.013 -0.23
H -1.5466 -4.1944 1.9707 -0.001 0.002 0.001 0.21
H 1.5879 -3.6401 -5.2481 0.003 -0.005 -0.006 0.22
C 5.4369 -0.6021 0.4368 -0.020 0.022 -0.005 -0.26
C -2.4524 -0.0734 -1.0955 0.147 -0.210 -0.173 0.26
As 1.2973 -0.7143 -0.2625 -0.007 0.189 -0.033 1.09
H 6.7014 1.1324 0.3860 0.018 0.005 0.003 0.21
H 1.2836 -4.9109 -3.1510 0.002 -0.012 -0.004 0.21
C 1.3524 -3.8312 -3.1261 0.004 0.002 -0.023 -0.20
Cl -1.8468 2.9417 -2.5283 -0.032 0.276 -0.030 -0.03
Pt 0.1100 1.3569 -0.2640 -0.309 -0.192 -0.253 0.39
C 1.2745 -3.1651 -1.9093 0.049 -0.036 0.038 -0.25
H 2.3510 -1.1981 2.5011 0.001 -0.012 -0.009 0.22
C -0.2750 -2.7535 1.0241 -0.062 0.048 0.000 -0.23
H -0.3266 -4.1161 4.1207 -0.007 -0.002 0.011 0.22
H -4.8829 -1.4036 2.1828 0.011 0.006 0.008 0.22
H 1.1601 -3.7329 -0.9941 -0.010 0.013 -0.012 0.22
C 4.6734 1.6409 -0.0283 0.040 0.004 -0.007 -0.22
C 0.8341 -1.9222 1.1622 0.004 -0.030 0.014 -0.37
H 4.8831 2.6966 -0.1434 0.009 0.009 -0.010 0.22
Cl -0.5918 6.2032 2.6217 -0.008 -0.036 -0.030 0.05
C 3.1133 -0.1716 -0.0067 -0.046 0.031 0.067 -0.43
C 1.5052 -1.8638 2.3786 0.016 -0.023 -0.017 -0.14
H -3.9575 -0.1845 3.0542 -0.007 0.004 -0.009 0.25
C 1.6279 -1.7330 -4.2657 -0.001 0.008 -0.006 -0.21
Cl -2.8626 5.8755 -2.2578 -0.004 -0.023 0.002 0.04
H 1.7763 -1.1742 -5.1803 0.000 0.007 -0.010 0.22
H 6.2372 -1.2885 0.6770 0.012 -0.005 0.001 0.21
H -0.8283 -2.7772 0.0901 0.032 -0.013 0.015 0.22